1.
This record from the Open Molecules 2025 dataset describes a cluster of 2 separate species, C2H3O5 in total. The level of theory is ωB97M-V with the def2-TZVPD basis set.

The value obtained for the frontier orbital gap is 0.245 hartree. For the largest force on an atom, the calculation gives 0.0511 Eh/bohr. Its spin multiplicity is 1. Its charge is -1.

The geometry in XYZ format:
```
10
Properties=species:S:1:pos:R:3:forces:R:3
C -1.3920 -1.6411 0.0366 -0.1 -0.9 1.5
C 0.4028 0.2758 0.2174 -1.2 -1.5 -0.6
O -1.3413 -2.4104 0.9620 0.6 1.3 -0.9
O -1.9411 -1.3258 -0.9622 0.3 0.6 -0.5
O 0.1442 1.0576 -1.0265 0.5 -0.1 1.9
O 0.3131 1.0814 1.4038 1.5 0.8 -2.0
O 1.7224 -0.1721 -0.0329 -0.1 0.2 1.3
H -0.7980 1.0406 -0.9394 -1.1 0.2 -0.6
H 0.9422 1.8421 1.1957 -0.8 -0.8 0.6
H 1.9476 0.2519 -0.8545 0.3 0.3 -0.7
```
Positions in Å, forces in eV/Å.


2.
This record from the Open Molecules 2025 dataset describes a cluster of 2 separate species, C6H6ClNO in total. The level of theory is ωB97M-V with the def2-TZVPD basis set.

The value obtained for the frontier orbital gap is 0.417 hartree. For the largest force on an atom, the calculation gives 0.0289 Eh/bohr. Its spin multiplicity is 1. Its charge is 0.

The geometry in XYZ format:
```
15
Properties=species:S:1:pos:R:3:forces:R:3
C 1.9468 -1.0156 -0.6239 0.1 0.0 -0.2
C 0.7308 -3.2355 0.9923 1.0 -0.9 0.6
C -0.2234 -0.1017 -1.4499 -0.1 0.0 -0.1
C -0.5444 -1.3723 -0.7420 0.1 -0.1 -0.3
C 0.6402 -0.5526 -0.2873 -0.6 0.4 0.3
C 0.5710 0.1493 1.0527 0.0 -0.1 -0.1
N 3.0102 -1.3505 -0.8806 0.5 -0.2 -0.1
O 1.6446 -3.8889 0.8507 -0.8 0.5 0.2
Cl -0.2663 -2.9180 -1.5351 -0.3 0.3 -0.5
H 0.2031 -0.1670 -2.4396 0.1 -0.1 0.0
H -0.8764 0.7459 -1.3016 0.0 0.0 0.1
H -1.4019 -1.4259 -0.0869 0.1 0.1 0.1
H -0.4400 0.4982 1.2431 -0.1 0.1 0.0
H 1.2494 1.0003 1.0723 0.0 0.1 0.0
H 0.8566 -0.5409 1.8454 0.0 0.0 0.0
```
Positions in Å, forces in eV/Å.


3.
This record from the Open Molecules 2025 dataset describes a structure of composition C24H58IN8O14PS. The level of theory is ωB97M-V with the def2-TZVPD basis set.

The value obtained for the frontier orbital gap is 0.277 hartree. For the largest force on an atom, the calculation gives 0.0313 Eh/bohr. Its spin multiplicity is 1. Its charge is 0.

The geometry in XYZ format:
```
107
Properties=species:S:1:pos:R:3:forces:R:3
O 1.2330 6.2789 1.5156 0.3 0.8 0.2
S 1.5080 4.8790 1.5636 -0.2 -1.1 -1.2
O 0.6618 4.2878 2.8310 0.1 0.0 -0.2
I -1.2323 4.1707 2.1286 0.1 -0.1 0.4
O 3.0857 4.6488 2.0641 -0.7 0.1 0.5
P 3.7293 5.5718 3.2249 0.0 -0.2 0.2
O 2.8993 5.7633 4.3842 -0.6 0.1 0.5
O 5.0689 4.7721 3.4996 0.4 0.1 -0.3
O 4.1412 6.9118 2.4912 0.5 0.1 0.0
H 5.8616 5.2239 3.1937 0.1 -0.2 0.2
H 4.9710 6.8421 2.0061 -0.2 0.2 -0.3
C -0.5342 0.1803 2.2460 0.1 0.1 -0.2
C -1.1050 0.2218 0.8456 0.0 0.0 0.0
O -0.7147 1.0106 -0.0062 0.1 0.0 0.1
N -2.0875 -0.6695 0.5637 0.0 0.0 0.1
C -2.6438 -1.6882 1.4391 -0.2 0.2 -0.3
H 0.2384 0.9405 2.3279 0.0 0.0 0.0
H -1.3087 0.3852 2.9847 0.0 -0.1 0.1
H -0.0935 -0.7960 2.4511 -0.1 0.0 0.1
H -2.4447 -0.5921 -0.3754 0.0 0.0 0.0
H -2.4989 -2.6741 1.0033 0.0 -0.1 0.1
H -3.7142 -1.5228 1.5807 0.0 0.0 0.1
H -2.1545 -1.6761 2.4042 0.0 -0.1 0.0
C -1.7495 -5.9559 4.1421 0.0 0.1 0.0
C -1.5855 -5.1516 2.8738 0.0 0.0 0.1
O -1.3005 -3.9642 2.8984 0.1 -0.1 0.0
N -1.7687 -5.8002 1.6950 0.0 0.0 0.1
C -2.1127 -7.1934 1.4722 0.0 0.1 -0.2
H -1.5705 -5.2954 4.9849 0.0 0.0 0.0
H -2.7579 -6.3645 4.2151 0.0 -0.1 0.0
H -1.0336 -6.7779 4.1759 0.0 0.0 0.0
H -1.6458 -5.2087 0.8888 0.0 0.0 0.0
H -1.3294 -7.6850 0.8908 0.0 -0.1 0.1
H -3.0567 -7.2747 0.9314 0.0 0.0 0.1
H -2.2200 -7.7145 2.4173 0.0 0.0 0.0
C -5.2104 -9.0572 -1.3930 0.0 0.0 0.0
C -5.7891 -7.8602 -0.6823 0.0 0.0 0.0
O -5.5081 -7.5861 0.4762 0.1 0.0 0.0
N -6.6448 -7.0742 -1.3861 0.0 0.0 0.0
C -7.0741 -7.2306 -2.7609 0.0 0.1 0.1
H -4.5457 -9.5730 -0.7060 0.0 0.0 0.0
H -6.0007 -9.7443 -1.7003 0.0 0.0 0.0
H -4.6496 -8.7360 -2.2723 -0.1 -0.1 0.1
H -7.0018 -6.2926 -0.8594 0.0 0.0 0.0
H -6.7945 -6.3563 -3.3506 0.0 0.0 -0.1
H -8.1581 -7.3502 -2.8128 0.0 0.0 0.0
H -6.6063 -8.1026 -3.2042 0.0 0.0 0.0
C -1.6803 9.6470 -1.6084 0.0 -0.1 0.0
C -2.2747 8.4594 -0.8926 -0.1 0.0 0.0
O -3.1527 7.7688 -1.3918 0.0 0.0 0.0
N -1.7918 8.1725 0.3438 0.0 0.1 -0.1
C -0.7588 8.8737 1.0849 -0.1 -0.2 0.1
H -2.1712 9.7388 -2.5735 0.0 0.0 0.0
H -1.8464 10.5633 -1.0395 0.1 0.0 0.0
H -0.6078 9.5195 -1.7682 -0.2 0.1 0.1
H -2.2278 7.3668 0.7630 0.1 0.0 0.1
H 0.0694 8.2055 1.3112 0.0 0.1 0.0
H -1.1610 9.2536 2.0267 0.0 0.1 0.0
H -0.3849 9.7101 0.5042 0.0 0.0 0.0
C 2.3015 -2.4282 3.8873 -0.1 0.0 0.0
C 1.8606 -1.5580 5.0436 -0.1 0.0 0.0
O 0.7066 -1.5600 5.4450 0.0 0.0 0.0
N 2.7959 -0.7647 5.6229 0.1 -0.1 -0.1
C 4.1953 -0.6384 5.2611 -0.1 0.1 0.4
H 1.4371 -2.9926 3.5454 0.0 0.0 0.0
H 2.6842 -1.8180 3.0674 0.1 0.0 0.0
H 3.0832 -3.1224 4.1980 0.0 0.0 0.0
H 2.4395 -0.2100 6.3850 0.0 0.0 0.0
H 4.8314 -0.9101 6.1075 0.0 0.0 0.0
H 4.4194 0.3878 4.9736 0.1 0.0 -0.1
H 4.4309 -1.2793 4.4240 0.0 0.0 0.0
C 3.9880 0.8642 0.7554 -0.1 0.0 0.1
C 5.0082 -0.1284 1.2595 0.0 0.1 0.0
O 5.1444 -0.3773 2.4468 0.0 0.0 -0.1
N 5.7978 -0.7341 0.3332 0.0 0.0 0.0
C 5.7870 -0.5617 -1.1054 0.1 -0.1 0.1
H 3.4213 1.2477 1.5985 0.1 0.0 0.1
H 4.4874 1.6969 0.2586 -0.1 0.0 -0.1
H 3.2940 0.3948 0.0571 0.0 0.1 -0.1
H 6.4631 -1.3786 0.7308 0.0 0.0 0.0
H 5.5752 -1.5093 -1.6035 0.0 0.0 0.0
H 6.7552 -0.1990 -1.4550 0.0 0.0 0.0
H 5.0262 0.1551 -1.3947 0.0 0.0 0.0
C 1.0985 8.2988 -4.6842 0.0 0.0 0.0
C 1.3226 9.6568 -4.0606 0.0 0.0 0.0
O 1.1392 9.8551 -2.8706 0.2 0.0 -0.1
N 1.7336 10.6634 -4.8753 0.0 0.0 0.0
C 1.9952 10.6144 -6.2994 0.0 0.1 0.1
H 0.7723 7.6169 -3.9052 0.0 0.0 0.0
H 0.3289 8.3471 -5.4553 0.0 0.0 0.0
H 2.0190 7.9174 -5.1280 0.0 0.0 -0.1
H 1.8613 11.5415 -4.3972 0.0 0.0 0.0
H 3.0315 10.8853 -6.5083 0.0 0.0 0.0
H 1.3443 11.3090 -6.8327 0.0 0.0 0.0
H 1.8174 9.6152 -6.6822 0.0 0.0 0.0
C -1.6910 -8.6118 -5.1405 -0.1 0.0 0.0
C -2.1279 -7.6759 -4.0383 0.0 0.0 0.0
O -3.2381 -7.7470 -3.5325 0.0 0.0 -0.1
N -1.2392 -6.7404 -3.6202 0.0 0.0 0.0
C 0.1101 -6.5055 -4.0952 -0.1 0.1 0.1
H -2.5103 -9.2908 -5.3543 0.0 0.0 0.0
H -1.4447 -8.0574 -6.0466 0.1 0.0 0.0
H -0.8200 -9.1925 -4.8353 0.0 0.0 0.0
H -1.5947 -6.1484 -2.8857 0.0 0.0 0.0
H 0.8275 -6.6245 -3.2820 0.0 0.0 0.0
H 0.2044 -5.4938 -4.4922 0.0 0.0 0.0
H 0.3624 -7.2087 -4.8817 0.0 0.0 0.0
```
Positions in Å, forces in eV/Å.


Question: Which of these has the highest frontier orbital gap?
Answer: C6H6ClNO


Question: Which formula does entry 1 have?
Answer: C2H3O5